(1)
This record from the OMol25 dataset describes one molecule with the formula C3H6N2O2. The level of theory is the ωB97M-V functional and the def2-TZVPD basis.

Relative energy (zero: lowest compared OMol25 entry of this formula, charge and spin) = 715.8 kJ/mol
HOMO level = -7.65 eV
Charge = 0
Structure (SMILES) = C[N@+]1(N[O-])CC1=O

Each line ends with the Mulliken charge.
Cartesian coordinates (Å):
N1 -0.5853 0.2353 1.5448  -0.108
O1 -1.8677 -0.0644 1.2731  -0.652
N2 0.0783 0.0896 0.1451  0.255
H1 1.6298 0.8301 -1.0694  0.352
H2 -0.1682 -0.5550 2.0764  0.206
C1 -0.6154 -0.9546 -0.7656  -0.377
H3 0.0010 -1.3374 -1.5723  0.303
C2 -1.0502 0.4236 -0.8246  0.479
H4 -1.2208 -1.6451 -0.1868  0.281
C3 1.4597 0.5222 -0.0372  -0.904
O2 -1.4164 1.3649 -1.4323  -0.466
H5 2.1443 -0.2851 0.2262  0.310
H6 1.6107 1.3758 0.6225  0.321

(2)
This record from the OMol25 dataset describes a 2-piece molecular cluster, C3H6N2O2 overall. The level of theory is the ωB97M-V functional and the def2-TZVPD basis.

Relative energy (zero: lowest compared OMol25 entry of this formula, charge and spin) = 350.8 kJ/mol
HOMO level = -10.02 eV
Charge = 0

Each line ends with the Mulliken charge.
Cartesian coordinates (Å):
H1 -0.5535 -0.5376 1.7395  0.259
H2 -1.6695 0.5746 0.8503  0.261
H3 1.7616 -0.2566 0.1832  0.244
H4 2.3620 1.3933 0.2850  0.224
C1 -0.4151 -1.3737 -1.0533  0.077
N1 -1.1938 -0.3534 -1.1352  -0.478
O1 0.1103 2.3330 0.9433  -0.606
O2 0.1807 -1.5667 0.0499  -0.668
C2 0.3913 1.1674 0.7192  0.495
C3 -0.6865 0.1280 0.8918  -0.117
H5 -1.6755 -0.1538 -2.0070  0.176
N2 1.6264 0.7167 0.4139  -0.311
H6 -0.2385 -2.0712 -1.8805  0.445

(3)
This record from the OMol25 dataset describes one molecule with the formula C3H6N2O2. The level of theory is the ωB97M-V functional and the def2-TZVPD basis.

Relative energy (zero: lowest compared OMol25 entry of this formula, charge and spin) = 124.1 kJ/mol
HOMO level = -9.77 eV
Charge = 0
Structure (SMILES) = [H]/N=C/OCC(N)=O

Each line ends with the Mulliken charge.
Cartesian coordinates (Å):
C1 -1.3760 -0.1597 0.6669  0.384
H1 2.7131 0.6679 -0.1987  0.386
N1 1.0825 0.2004 -1.4446  -0.699
H2 -0.0746 -1.1569 1.9539  0.268
O1 1.1745 -0.0299 0.8454  -0.348
N2 -1.4705 0.7905 -0.2932  -0.348
H3 -2.4091 1.1044 -0.4936  0.248
H4 0.0896 -1.6948 0.2649  0.255
C2 -0.0176 -0.8219 0.9187  -0.215
C3 1.6936 0.2978 -0.3374  0.242
O2 -2.3161 -0.5385 1.3450  -0.612
H5 -0.7625 0.8219 -1.0196  0.233
H6 1.6731 0.5187 -2.2079  0.208